No. 1
DFT (the ωB97M-V functional and the def2-TZVPD basis) results for 8 unconnected molecules or ions with the total composition C40H116Cl4N18O6P6.

Element x y z (Å)
1 O 23.4462 -13.7070 -0.9474
2 P 22.0177 -13.4431 -1.3015
3 N 21.7124 -12.0072 -2.1115
4 C 20.3805 -11.4290 -2.3285
5 C 22.7502 -11.1378 -2.5218
6 N 21.0247 -13.3958 0.1269
7 C 21.5110 -14.0061 1.4137
8 C 19.5423 -13.3262 0.1042
9 N 21.4267 -14.6304 -2.4315
10 C 20.8595 -15.9043 -1.9391
11 C 21.7430 -14.4700 -3.9536
12 H 20.4025 -10.9769 -3.3201
13 H 20.2685 -10.7213 -1.5070
14 H 19.4929 -12.0610 -2.3543
15 H 22.4524 -10.2299 -1.9973
16 H 22.6033 -10.9896 -3.5916
17 H 23.7126 -11.5576 -2.2292
18 H 21.2951 -15.0695 1.3097
19 H 22.5369 -13.7593 1.6870
20 H 20.9115 -13.5665 2.2108
21 H 19.1834 -12.3464 -0.2108
22 H 19.1208 -13.7986 -0.7831
23 H 19.1689 -13.6948 1.0596
24 H 20.0278 -16.2422 -2.5574
25 H 21.5473 -16.7407 -2.0628
26 H 20.6337 -15.8229 -0.8759
27 H 22.7855 -14.6656 -4.2043
28 H 21.3941 -13.4991 -4.3055
29 H 21.1383 -15.1533 -4.5499
30 O 30.8995 -13.8847 -6.6247
31 P 30.6579 -12.7741 -5.6600
32 N 32.0954 -11.7926 -5.3692
33 C 33.4363 -12.4260 -5.3408
34 C 31.8837 -10.2683 -5.2417
35 N 30.1364 -13.1910 -4.1467
36 C 30.3813 -14.6121 -3.6351
37 C 30.1166 -12.1646 -3.1050
38 N 29.5445 -11.6351 -6.2989
39 C 29.9042 -11.3839 -7.7648
40 C 28.1042 -12.1231 -6.2440
41 H 33.3077 -13.4479 -4.9842
42 H 34.0475 -11.8480 -4.6477
43 H 33.9119 -12.4988 -6.3189
44 H 31.0662 -10.0903 -4.5429
45 H 31.7527 -9.8725 -6.2488
46 H 32.6716 -9.6749 -4.7778
47 H 31.3681 -14.8238 -3.2233
48 H 29.7347 -14.8779 -2.7988
49 H 30.1601 -15.3780 -4.3785
50 H 31.1233 -11.8981 -2.7829
51 H 29.6629 -11.2430 -3.4696
52 H 29.4822 -12.5197 -2.2930
53 H 30.9900 -11.4456 -7.8381
54 H 29.4013 -12.0825 -8.4335
55 H 29.7374 -10.3621 -8.1058
56 H 27.3660 -11.5070 -6.7573
57 H 27.8261 -12.0790 -5.1910
58 H 28.0151 -13.1547 -6.5846
59 O 23.3363 -9.7345 8.6562
60 P 23.0364 -8.7233 9.7103
61 N 22.5636 -9.3876 11.2572
62 C 22.2736 -8.5199 12.4060
63 C 22.8195 -10.7793 11.5516
64 N 21.7015 -7.6759 9.2180
65 C 21.4063 -6.4759 10.0130
66 C 21.0343 -7.7865 7.9217
67 N 24.3007 -7.7015 10.0861
68 C 24.7276 -6.8948 8.9929
69 C 25.4446 -8.0177 10.9342
70 H 21.2327 -8.1964 12.3996
71 H 22.8735 -7.6105 12.4374
72 H 22.5724 -9.0891 13.2863
73 H 22.3994 -11.0915 12.5076
74 H 23.8890 -10.7967 11.7615
75 H 22.5418 -11.5321 10.8139
76 H 21.4597 -5.7282 9.2217
77 H 20.3840 -6.5379 10.3860
78 H 22.2282 -6.3226 10.7124
79 H 21.1371 -6.8415 7.3883
80 H 21.4903 -8.6098 7.3718
81 H 19.9594 -7.9136 8.0501
82 H 24.0690 -6.0578 8.7613
83 H 25.6637 -6.3826 9.2156
84 H 25.0558 -7.5205 8.1629
85 H 26.1024 -7.1576 11.0600
86 H 25.8962 -8.9017 10.4840
87 H 24.9780 -8.3411 11.8647
88 O 29.8822 -0.5164 1.2282
89 P 31.2360 -1.1801 0.9150
90 N 32.7354 -0.2450 0.7439
91 C 33.5354 0.1032 1.8865
92 C 32.9387 0.6704 -0.4996
93 N 31.2879 -2.0732 -0.5521
94 C 32.5149 -2.7941 -0.9793
95 C 30.1008 -2.0812 -1.4543
96 N 31.4754 -2.3577 2.1447
97 C 30.3532 -2.8434 2.9220
98 C 32.6354 -3.2215 2.2148
99 H 34.5426 0.3268 1.5347
100 H 33.5487 -0.6085 2.7119
101 H 33.0898 1.0195 2.2737
102 H 32.3049 0.3564 -1.3290
103 H 33.9747 0.8051 -0.8104
104 H 32.5842 1.6703 -0.2495
105 H 32.6931 -3.5758 -0.2408
106 H 32.4443 -3.3810 -1.8951
107 H 33.3532 -2.0975 -0.9890
108 H 29.3124 -2.7441 -1.0981
109 H 29.7486 -1.0497 -1.4703
110 H 30.3835 -2.4150 -2.4527
111 H 29.9183 -3.6523 2.3350
112 H 30.5258 -3.2050 3.9357
113 H 29.5775 -2.0780 2.9474
114 H 33.3685 -2.9638 1.4504
115 H 32.3707 -4.2755 2.2992
116 H 33.1173 -3.0956 3.1843
117 O 39.3564 -11.6322 2.6382
118 P 38.7813 -12.1189 3.9299
119 N 39.0997 -13.7027 4.4380
120 C 40.1467 -14.4623 3.9809
121 C 38.6477 -14.1697 5.7536
122 N 37.0539 -12.2529 3.7125
123 C 36.4154 -10.9711 3.6366
124 C 36.3342 -13.1543 2.8918
125 N 39.1650 -11.1395 5.2499
126 C 38.4370 -11.1285 6.4647
127 C 40.5511 -10.6347 5.2624
128 H 40.6229 -14.0271 3.1023
129 H 39.9023 -15.5072 3.7898
130 H 40.9552 -14.4070 4.7098
131 H 37.6795 -13.8125 6.1044
132 H 39.3168 -13.8528 6.5536
133 H 38.5399 -15.2507 5.6645
134 H 36.3633 -10.6210 2.6057
135 H 35.3561 -10.9813 3.8929
136 H 36.9789 -10.1964 4.1566
137 H 35.2843 -13.0570 3.1680
138 H 36.4685 -12.9592 1.8279
139 H 36.5160 -14.1902 3.1780
140 H 38.4998 -10.2168 7.0588
141 H 37.3822 -11.3466 6.2979
142 H 38.8499 -11.8343 7.1854
143 H 41.0742 -10.8633 6.1910
144 H 40.5132 -9.5456 5.2437
145 H 41.2516 -10.9112 4.4744
146 O 20.2547 -2.0855 3.0341
147 P 21.4246 -1.6153 2.1660
148 N 22.5369 -2.8208 1.8525
149 C 22.1066 -4.0919 1.3365
150 C 23.9158 -2.5955 2.0433
151 N 22.2172 -0.3358 3.0632
152 C 22.4170 -0.4785 4.5200
153 C 23.0015 0.8443 2.5761
154 N 21.1100 -0.9878 0.6174
155 C 19.9793 -0.0663 0.4069
156 C 22.1013 -0.8648 -0.3702
157 H 22.3874 -4.9675 1.9217
158 H 22.5934 -4.1454 0.3627
159 H 21.0443 -4.2137 1.1250
160 H 24.0715 -1.6900 2.6298
161 H 24.3686 -2.4956 1.0568
162 H 24.2274 -3.4733 2.6094
163 H 22.0162 -1.4627 4.7625
164 H 23.4388 -0.4286 4.8964
165 H 21.7092 0.1916 5.0081
166 H 23.7923 0.5282 1.8958
167 H 22.3416 1.5436 2.0626
168 H 23.4404 1.3884 3.4124
169 H 20.1638 1.0051 0.3285
170 H 19.4636 -0.3501 -0.5105
171 H 19.3091 -0.2115 1.2542
172 H 23.0154 -1.0955 0.1769
173 H 22.2102 0.1076 -0.8505
174 H 21.9271 -1.6352 -1.1213
175 Cl 28.8280 -11.9679 3.4958
176 C 27.5472 -10.9857 4.2121
177 C 26.6955 -10.3071 3.1387
178 Cl 27.7783 -9.3453 2.1593
179 H 28.0769 -10.2406 4.8057
180 H 27.0238 -11.7202 4.8241
181 H 25.9428 -9.6333 3.5480
182 H 26.2891 -11.0373 2.4389
183 Cl 31.5846 -17.9606 7.9506
184 C 30.9443 -16.2666 7.8634
185 C 29.6071 -16.1524 8.6938
186 Cl 28.3282 -17.2881 8.2264
187 H 30.8803 -15.9987 6.8088
188 H 31.8459 -15.6836 8.0514
189 H 29.1245 -15.1753 8.7155
190 H 29.9024 -16.4953 9.6854

Output
Energy relative to the best compared isomer or geometry (same formula, charge and spin), kJ/mol: 690.9
SMILES: CN(C)P(=O)(N(C)C)N(C)C.CN(C)P(=O)(N(C)C)N(C)C.CN(C)P(=O)(N(C)C)N(C)C.CN(C)P(=O)(N(C)C)N(C)C.CN(C)P(=O)(N(C)C)N(C)C.CN(C)P(=O)(N(C)C)N(C)C.ClCCCl.ClCCCl
Total energy, eV: -188292.2314


No. 2
DFT (the ωB97M-V functional and the def2-TZVPD basis) results for a molecular structure, C40H21F8I2N2NaOSSb.

Element x y z (Å)
1 Na -6.7494 -8.6175 18.4612
2 I -6.5590 -3.0697 19.2557
3 C -5.5530 -4.6072 20.2622
4 C -4.8841 -4.2055 21.4229
5 C -4.5438 -5.1318 22.4032
6 I -3.5143 -4.6544 24.1611
7 C -4.9491 -6.5334 22.2275
8 C -4.6311 -7.5635 23.1665
9 C -5.1058 -8.8453 23.0407
10 C -5.7442 -9.1795 21.8284
11 N -5.9512 -8.2687 20.8959
12 C -5.6322 -6.9756 21.0102
13 C -5.7968 -6.0123 19.8930
14 O -6.1243 -6.3389 18.7217
15 H -4.5313 -3.2171 21.4872
16 H -4.1342 -7.2920 24.0807
17 H -4.9516 -9.6244 23.8330
18 H -6.1555 -10.1630 21.7020
19 F -2.2735 -14.2737 18.7951
20 C -3.4543 -13.5732 18.8233
21 C -4.6579 -14.2259 19.0008
22 F -4.7169 -15.5757 18.9172
23 C -5.7669 -13.4667 19.2753
24 F -6.9494 -14.1343 19.4406
25 C -5.8305 -12.0512 19.2114
26 S -7.3742 -11.3563 19.4890
27 C -4.6070 -11.4737 18.8423
28 F -4.6294 -10.1749 18.3575
29 C -3.4336 -12.2132 18.6838
30 F -2.2871 -11.6188 18.2152
31 N -7.4312 -8.8752 16.0406
32 C -8.1355 -8.9301 15.0767
33 C -8.9529 -9.0226 13.8816
34 C -8.7247 -10.0724 12.9563
35 C -9.7208 -10.2965 11.9939
36 C -10.8590 -9.5329 11.8962
37 C -10.9914 -8.4183 12.6897
38 C -10.0625 -8.1851 13.7126
39 H -7.9367 -10.7627 13.1458
40 H -9.6869 -11.1572 11.3754
41 H -11.6610 -9.8161 11.2085
42 H -11.9271 -7.8687 12.6833
43 H -10.2518 -7.4127 14.4685
44 F -16.4681 -4.1229 19.2037
45 C -15.4219 -5.0165 19.3398
46 C -14.1332 -4.5395 19.5096
47 C -13.1254 -5.5159 19.7459
48 C -13.3721 -6.8415 19.7992
49 C -14.7180 -7.2905 19.7603
50 C -15.7403 -6.4123 19.3220
51 Sb -11.6720 -8.1240 20.1245
52 C -12.6256 -10.1740 20.0453
53 C -13.0599 -10.4655 18.7490
54 C -12.8283 -11.7384 18.2156
55 C -12.3764 -12.7158 19.1089
56 F -12.0884 -13.9023 18.5864
57 C -12.1397 -12.5005 20.4629
58 C -12.2824 -11.2283 20.9322
59 C -11.6958 -8.0531 22.2607
60 C -10.4729 -8.0733 22.8529
61 C -10.4209 -8.1919 24.2700
62 C -11.5775 -8.4082 25.0174
63 F -11.4724 -8.4706 26.3966
64 C -12.7985 -8.4312 24.4060
65 C -12.8795 -8.2174 23.0292
66 H -13.9184 -3.4295 19.6389
67 H -12.0707 -5.1970 19.9155
68 H -14.9603 -8.3346 19.9843
69 H -16.7731 -6.7610 19.1757
70 H -13.5137 -9.6404 18.1816
71 H -13.0453 -11.9731 17.1963
72 H -11.9274 -13.3691 21.0887
73 H -12.0684 -11.0077 21.9801
74 H -9.5589 -7.9651 22.2036
75 H -9.4470 -8.0720 24.7969
76 H -13.6467 -8.5824 25.0899
77 H -13.8256 -8.1847 22.5175

Output
Energy relative to the best compared isomer or geometry (same formula, charge and spin), kJ/mol: 232.4
Total energy, eV: -106578.6043
Charge: -1


| no. | E_HOMO (eV) | orbital gap (eV) |
| --- | --- | --- |
| 1 | -8.23 | 8.49 |
| 2 | -4.34 | 5.77 |